1.
Molecular formula: C45H94F6N5O3P
Method: DFT, ωB97M-V/def2-TZVPD

Charge: +4
HOMO level in eV: -16.91

Last column: Löwdin charge in e.
Positions of all 154 atoms, in Å:
C  1.31  5.52  6.03  -0.080
C  1.30  4.04  5.47  -0.221
C  0.31  3.13  6.18  -0.203
C  0.46  1.61  6.07  -0.084
N  -0.64  0.75  6.80  -0.234
C  -0.31  -0.77  6.61  -0.068
C  -0.76  -1.48  7.91  -0.148
C  -1.14  -0.42  8.95  -0.165
C  -0.60  0.83  8.36  -0.107
C  -2.06  1.07  6.35  0.039
H  1.90  6.18  5.41  0.073
H  1.62  5.56  7.07  0.072
H  0.36  6.04  6.11  0.073
H  2.27  3.55  5.42  0.101
H  1.07  4.06  4.40  0.108
H  -0.66  3.32  5.71  0.107
H  0.07  3.34  7.22  0.116
H  1.33  1.34  6.67  0.128
H  0.34  1.20  5.07  0.141
H  -0.84  -1.06  5.70  0.128
H  0.74  -0.91  6.34  0.126
H  -1.49  -2.25  7.66  0.117
H  -0.06  -2.13  8.42  0.119
H  -2.22  -0.48  9.09  0.122
H  -0.65  -0.71  9.87  0.132
H  -1.01  1.74  8.80  0.143
H  0.46  0.72  8.57  0.138
H  -2.06  1.11  5.26  0.111
H  -2.30  2.07  6.71  0.106
H  -2.70  0.27  6.71  0.111
C  -3.76  4.83  -1.59  -0.100
C  -4.68  5.33  -2.70  -0.228
C  -4.67  4.34  -3.86  -0.202
C  -5.10  2.88  -3.56  -0.111
N  -5.37  1.98  -4.76  -0.242
C  -6.61  2.52  -5.54  -0.099
C  -7.23  1.33  -6.27  -0.102
C  -7.00  0.15  -5.27  -0.124
C  -5.89  0.62  -4.34  -0.138
C  -4.19  1.81  -5.66  0.037
H  -3.55  5.53  -0.78  0.077
H  -2.80  4.43  -1.92  0.082
H  -4.25  4.05  -1.02  0.071
H  -4.48  6.35  -3.05  0.119
H  -5.73  5.32  -2.42  0.112
H  -3.72  4.25  -4.37  0.112
H  -5.32  4.74  -4.64  0.108
H  -6.03  2.87  -2.99  0.134
H  -4.29  2.41  -3.00  0.136
H  -6.28  3.28  -6.24  0.130
H  -7.26  3.06  -4.85  0.140
H  -6.58  1.29  -7.14  0.117
H  -8.29  1.48  -6.48  0.130
H  -6.47  -0.73  -5.64  0.113
H  -7.84  -0.21  -4.67  0.118
H  -5.07  -0.10  -4.28  0.133
H  -6.30  0.56  -3.33  0.130
H  -4.07  2.74  -6.22  0.112
H  -4.32  0.92  -6.27  0.116
H  -3.30  1.70  -5.04  0.117
C  4.25  0.56  -4.98  -0.005
C  5.05  1.79  -5.27  -0.402
C  6.32  1.84  -4.35  -0.150
C  7.43  1.01  -4.87  -0.205
C  7.83  1.36  -6.29  -0.099
C  6.67  1.18  -7.34  -0.435
N  5.38  1.81  -6.79  0.160
O  4.40  2.21  -7.72  0.177
C  6.39  -0.28  -7.63  0.017
C  7.17  1.93  -8.58  -0.032
C  4.27  3.12  -4.99  -0.013
H  4.12  0.41  -3.91  0.114
H  4.63  -0.38  -5.38  0.084
H  3.22  0.59  -5.33  0.106
H  6.11  1.66  -3.30  0.137
H  6.78  2.83  -4.33  0.127
H  7.06  -0.01  -4.73  0.117
H  8.26  1.21  -4.19  0.132
H  8.60  0.60  -6.44  0.141
H  8.23  2.37  -6.39  0.133
H  5.52  -0.33  -8.29  0.108
H  6.18  -0.72  -6.66  0.071
H  7.22  -0.78  -8.13  0.121
H  8.06  1.57  -9.09  0.114
H  7.39  2.99  -8.47  0.100
H  6.49  1.94  -9.43  0.093
H  4.85  4.02  -5.21  0.097
H  4.08  3.23  -3.93  0.102
H  3.29  3.22  -5.44  0.090
C  -5.27  -4.73  0.64  -0.027
C  -6.61  -4.46  1.38  -0.373
C  -6.75  -2.91  1.35  -0.129
C  -8.20  -2.56  1.85  -0.145
C  -9.16  -3.01  0.76  -0.136
C  -9.27  -4.56  0.60  -0.414
N  -7.85  -5.10  0.65  0.160
O  -7.72  -6.47  0.31  0.158
C  -10.01  -4.88  -0.73  -0.005
C  -10.00  -5.20  1.86  0.028
C  -6.47  -5.04  2.88  0.020
H  -4.38  -4.35  1.14  0.107
H  -5.30  -4.40  -0.40  0.093
H  -5.05  -5.79  0.59  0.086
H  -6.53  -2.50  0.36  0.119
H  -6.00  -2.44  1.99  0.128
H  -8.26  -1.49  2.01  0.123
H  -8.32  -3.12  2.78  0.100
H  -8.97  -2.59  -0.23  0.127
H  -10.17  -2.74  1.07  0.133
H  -11.02  -4.46  -0.73  0.111
H  -10.08  -5.96  -0.80  0.088
H  -9.50  -4.70  -1.67  0.097
H  -11.06  -4.95  1.92  0.107
H  -9.59  -4.84  2.81  0.075
H  -10.04  -6.29  1.81  0.100
H  -5.72  -4.49  3.44  0.101
H  -6.12  -6.07  2.89  0.092
H  -7.38  -5.13  3.46  0.074
C  6.70  0.16  3.45  0.005
C  6.95  -1.38  3.43  -0.383
C  5.95  -1.84  2.32  -0.148
C  6.39  -1.61  0.88  -0.201
C  7.77  -2.15  0.69  -0.130
C  8.96  -1.69  1.67  -0.402
N  8.41  -1.75  3.07  0.167
O  9.41  -1.53  4.06  0.187
C  9.59  -0.32  1.22  0.017
C  9.98  -2.81  1.47  -0.025
C  6.60  -2.11  4.74  -0.018
H  6.97  0.73  2.56  0.084
H  7.15  0.80  4.21  0.098
H  5.65  0.36  3.70  0.105
H  4.97  -1.41  2.52  0.131
H  5.70  -2.91  2.34  0.128
H  6.39  -0.53  0.75  0.107
H  5.65  -2.07  0.22  0.134
H  7.85  -1.96  -0.38  0.133
H  7.59  -3.22  0.78  0.125
H  10.23  0.13  1.98  0.098
H  8.80  0.38  0.93  0.079
H  10.25  -0.35  0.36  0.104
H  10.80  -2.64  2.17  0.093
H  10.35  -2.86  0.44  0.115
H  9.68  -3.76  1.90  0.101
H  6.81  -3.18  4.79  0.104
H  5.59  -1.93  5.10  0.099
H  7.03  -1.61  5.61  0.091
P  -0.32  0.03  -0.07  0.174
F  -0.08  1.07  -1.34  -0.215
F  1.24  0.42  0.41  -0.225
F  -0.84  1.31  0.83  -0.204
F  -0.56  -1.05  1.12  -0.188
F  -1.80  -0.16  -0.56  -0.158
F  0.18  -1.26  -0.93  -0.184


2.
Molecular formula: C45H94O18S2
Method: DFT, ωB97M-V/def2-TZVPD

HOMO level in eV: -9.06
SMILES string: CCOS(C)(=O)=O.CCOS(C)(=O)=O.COC(=O)OC.C1CCOC1.C1CCOC1.C1CCOC1.C1CCOC1.C1CCOC1.C1CCOC1.C1CCOC1.C1CCOC1.C1CCOC1
ΔE to the lowest compared entry with this formula, charge and spin in eV: 0.0000

Last column: Löwdin charge in e.
Positions of all 159 atoms, in Å:
C  0.17  4.15  -4.79  -0.138
C  1.20  4.86  -5.65  -0.154
C  2.10  5.61  -4.69  -0.214
O  1.47  5.56  -3.43  -0.158
C  0.60  4.41  -3.33  -0.170
H  0.07  3.11  -5.12  0.098
H  -0.82  4.59  -4.88  0.100
H  0.76  5.59  -6.34  0.110
H  1.76  4.17  -6.29  0.108
H  2.20  6.67  -4.95  0.116
H  3.11  5.18  -4.66  0.112
H  -0.17  4.78  -2.66  0.121
H  1.13  3.56  -2.90  0.095
C  -5.08  -0.57  1.98  -0.193
C  -6.21  0.43  2.08  -0.163
C  -6.75  0.03  3.45  -0.197
O  -5.59  -0.31  4.25  -0.135
C  -4.49  -0.55  3.34  -0.200
H  -4.40  -0.29  1.17  0.107
H  -5.53  -1.51  1.66  0.121
H  -6.93  0.35  1.26  0.115
H  -5.86  1.46  2.11  0.106
H  -7.43  -0.83  3.42  0.115
H  -7.28  0.84  3.95  0.115
H  -4.01  -1.51  3.55  0.105
H  -3.77  0.26  3.48  0.107
C  -0.55  -5.34  -2.71  -0.138
C  0.98  -5.31  -2.79  -0.150
C  1.36  -3.99  -2.15  -0.181
O  0.22  -3.13  -2.38  -0.179
C  -0.90  -3.95  -2.19  -0.202
H  -0.88  -6.12  -2.01  0.108
H  -1.04  -5.60  -3.65  0.100
H  1.36  -5.39  -3.81  0.082
H  1.47  -6.13  -2.26  0.114
H  2.26  -3.52  -2.54  0.115
H  1.45  -4.03  -1.06  0.119
H  -1.82  -3.58  -2.63  0.129
H  -1.09  -3.98  -1.10  0.114
C  4.68  -2.05  3.82  -0.152
C  4.47  -2.71  2.46  -0.161
C  3.00  -2.42  2.15  -0.192
O  2.65  -1.36  3.02  -0.171
C  3.78  -0.82  3.70  -0.185
H  5.74  -1.84  3.99  0.116
H  4.28  -2.63  4.65  0.101
H  4.72  -3.76  2.63  0.113
H  5.20  -2.40  1.72  0.105
H  2.34  -3.27  2.35  0.111
H  2.89  -2.16  1.10  0.100
H  3.49  -0.37  4.65  0.117
H  4.22  -0.01  3.10  0.112
C  1.78  5.07  0.04  -0.187
C  0.81  4.12  0.65  -0.161
C  1.74  3.32  1.59  -0.185
O  2.71  4.27  2.03  -0.133
C  2.71  5.42  1.19  -0.201
H  1.30  5.99  -0.28  0.122
H  2.40  4.69  -0.77  0.106
H  0.18  3.49  0.03  0.092
H  0.09  4.68  1.27  0.119
H  2.25  2.61  0.92  0.083
H  1.30  2.77  2.42  0.119
H  3.70  5.69  0.82  0.117
H  2.34  6.30  1.74  0.118
C  -4.14  2.25  -4.87  -0.169
C  -2.87  1.44  -4.75  -0.168
C  -2.33  1.64  -6.18  -0.210
O  -2.62  3.01  -6.48  -0.171
C  -3.69  3.51  -5.63  -0.171
H  -4.58  2.51  -3.91  0.114
H  -4.84  1.76  -5.55  0.114
H  -3.07  0.40  -4.51  0.115
H  -2.12  1.87  -4.08  0.096
H  -2.87  1.00  -6.88  0.118
H  -1.26  1.48  -6.24  0.092
H  -4.49  3.85  -6.29  0.113
H  -3.18  4.25  -5.01  0.107
C  1.98  -2.23  7.05  -0.160
C  0.64  -2.52  6.38  -0.172
C  -0.41  -2.40  7.49  -0.183
O  0.34  -2.37  8.70  -0.132
C  1.68  -2.77  8.44  -0.216
H  2.23  -1.17  7.07  0.112
H  2.79  -2.80  6.58  0.099
H  0.66  -3.56  6.02  0.101
H  0.46  -1.91  5.49  0.097
H  -1.05  -3.29  7.52  0.110
H  -1.03  -1.52  7.30  0.117
H  1.81  -3.86  8.51  0.120
H  2.33  -2.34  9.20  0.119
C  -0.84  -4.01  2.55  -0.170
C  -1.95  -4.02  3.58  -0.159
C  -1.69  -5.33  4.36  -0.179
O  -0.81  -6.10  3.54  -0.137
C  -0.69  -5.50  2.27  -0.223
H  0.06  -3.58  2.98  0.096
H  -1.03  -3.50  1.60  0.106
H  -2.95  -4.16  3.17  0.111
H  -2.04  -3.10  4.16  0.099
H  -2.60  -5.90  4.56  0.115
H  -1.19  -5.22  5.33  0.104
H  -1.42  -5.89  1.56  0.119
H  0.29  -5.74  1.85  0.115
C  4.27  1.87  -1.01  -0.145
C  4.87  0.66  -0.28  -0.139
C  4.57  -0.48  -1.29  -0.192
O  3.35  -0.11  -1.92  -0.156
C  3.06  1.27  -1.72  -0.207
H  5.00  2.25  -1.73  0.120
H  3.96  2.65  -0.32  0.096
H  4.39  0.48  0.68  0.095
H  5.94  0.75  -0.10  0.113
H  4.40  -1.42  -0.76  0.101
H  5.43  -0.64  -1.94  0.119
H  2.22  1.33  -1.02  0.098
H  2.79  1.83  -2.62  0.112
O  1.56  0.01  -7.15  -0.272
S  1.34  -0.84  -6.02  0.617
O  0.14  -0.70  -5.23  -0.284
O  1.41  -2.35  -6.61  -0.251
C  1.35  -3.46  -5.70  -0.288
C  0.25  -4.37  -6.23  -0.055
C  2.80  -0.86  -4.95  -0.091
H  1.12  -3.18  -4.67  0.081
H  2.30  -4.00  -5.65  0.127
H  0.43  -4.47  -7.30  0.085
H  -0.73  -3.92  -6.08  0.089
H  0.29  -5.35  -5.76  0.066
H  3.60  -1.28  -5.54  0.078
H  2.60  -1.56  -4.14  0.047
H  2.98  0.11  -4.50  0.061
O  -1.94  -0.54  -0.22  -0.282
S  -1.14  0.49  -0.84  0.606
O  -1.79  1.64  -1.42  -0.289
O  -0.02  0.95  0.21  -0.283
C  0.48  -0.01  1.15  -0.272
C  -0.31  -0.19  2.43  -0.051
C  -0.08  -0.15  -2.16  -0.102
H  1.47  0.37  1.43  0.104
H  0.78  -0.92  0.62  0.115
H  0.27  -0.89  3.03  0.058
H  -1.26  -0.72  2.26  0.065
H  -0.48  0.73  2.98  0.073
H  0.40  0.69  -2.65  0.062
H  -0.64  -0.79  -2.84  0.055
H  0.66  -0.76  -1.65  0.048
C  -4.47  6.89  3.81  -0.044
O  -3.71  5.70  3.92  0.008
C  -3.60  4.96  2.83  -0.636
O  -4.18  5.18  1.79  0.129
O  -2.83  3.94  3.09  0.015
C  -2.66  2.89  2.15  -0.019
H  -3.97  7.63  3.19  0.099
H  -4.59  7.31  4.80  0.092
H  -5.44  6.66  3.37  0.096
H  -2.27  2.04  2.70  0.074
H  -2.05  3.18  1.29  0.087
H  -3.64  2.69  1.69  0.096


E_LUMO: -11.0, 0.1 (eV)
Frontier orbital gap: 0.2187, 0.3383 (Eh)